1.
DFT (ωB97M-V/def2-TZVPD) results for the ion C3H3N2O with charge +1 in a non-equilibrium geometry.

XYZ file:
```
9
C3H3N2O | the OMol25 dataset | ωB97M-V/def2-TZVPD
C 0.81428 0.61523 -2.35115
C 1.12389 -0.17410 0.32882
C -1.11640 -0.08461 1.12127
N 0.80107 0.34407 -1.04949
N 0.07877 -0.69271 0.99199
O 0.78891 0.83319 -3.46233
H -1.49793 -0.30054 2.15084
H -1.48943 0.77520 0.59313
H 0.49684 -1.31573 1.67691
```

Output
- HOMO-LUMO gap (alpha / beta): 7.16 / 7.16 eV
- Net charge: +1
- Energy relative to the best compared isomer or geometry (same formula, charge and spin): 4.5991 eV

2.
DFT (ωB97M-V/def2-TZVPD) results for the ion C6H10N with charge +1 in a non-equilibrium geometry.

XYZ file:
```
17
C6H10N | the OMol25 dataset | ωB97M-V/def2-TZVPD
C -1.38622 -1.69899 -0.44133
C -0.95310 -1.00012 0.62688
C 1.01503 -0.94693 -0.75691
C 0.36204 -0.40473 0.45470
C 1.05901 0.26437 1.62080
C -0.45335 0.86844 -1.65563
N 0.59440 0.35321 -0.80648
H -1.95898 -2.41536 -1.11722
H -1.56795 -0.82838 1.53239
H 2.00010 -1.23384 -0.92884
H 1.97470 0.72350 1.26992
H 1.33018 -0.49683 2.35462
H 0.43226 0.88052 2.18728
H -0.50413 0.49906 -2.68511
H -1.42754 0.52012 -1.22699
H -0.35695 2.01837 -1.76201
H 1.36149 1.03645 -0.65949
```

Output
- HOMO-LUMO gap (alpha / beta): 7.93 / 10.06 eV
- Net charge: +1
- Energy relative to the best compared isomer or geometry (same formula, charge and spin): 5.5930 eV

3.
DFT (ωB97M-V/def2-TZVPD) results for a structure of composition H43O21 in a non-equilibrium geometry.

XYZ file:
```
64
H43O21 | the OMol25 dataset | ωB97M-V/def2-TZVPD
O 0.76105 4.14058 -1.79772
H -1.84076 0.08099 2.28636
H 2.49647 1.05576 -5.07052
O -1.62021 -3.44101 2.36163
H -2.42731 -2.89294 2.76375
H 4.04124 -1.62827 -2.45626
O -0.89153 1.51687 -4.29309
H -0.88496 1.51129 -3.32914
H 3.18748 2.17905 0.94900
O 0.48792 -0.62666 4.42248
H 4.41429 1.55028 0.99747
H 0.67567 -4.63191 -1.72879
O 3.08555 -0.36278 3.61106
H -4.54650 -0.21469 -0.45774
H 2.99803 0.15899 2.93780
O 3.98289 2.31212 1.31979
H -2.45410 0.27577 3.90823
H 0.56867 -0.24700 -2.24849
O -1.73643 -1.79513 -0.45240
H 3.76134 0.09653 4.13099
H 0.44216 -4.92408 1.77538
O 3.88653 -0.87359 -1.94031
H -0.05272 4.71042 -2.00754
H -0.61500 -5.41439 0.42108
O -0.76925 -0.46085 1.54943
H 2.96092 0.79371 -1.81961
H -1.31953 -1.38452 0.94181
O -3.69435 -0.25107 -0.31526
H 1.43700 -0.69974 4.22949
H -1.68006 1.56101 2.89798
O -2.15242 3.05461 -0.23488
H -2.98726 3.11800 -0.57799
H -1.00755 -1.61982 -1.12023
O -1.03499 -1.23809 -3.73936
H -1.43477 -1.61788 -4.40313
H -2.31203 -1.03264 -0.64482
O 2.63830 1.27947 -0.97196
H -0.00970 -0.58885 2.27571
H 2.89007 2.20486 -0.85682
O 0.79843 -0.46304 -1.28376
H 1.51552 -1.06833 -1.58500
H 2.95516 -0.65339 -1.82686
O 1.74507 1.20125 -4.42372
H -0.90365 2.84795 1.76605
H -0.87008 -3.39271 2.76106
O 1.08987 1.89714 0.59259
H -1.62657 3.33210 -1.04153
O -4.38012 0.77739 1.67102
H -4.76869 0.41261 2.44393
H -3.67392 1.33598 2.03021
O -0.58800 2.23529 2.51154
H -0.08472 1.59343 1.87673
H 1.04487 4.03395 -2.74546
O 1.59542 -4.27748 -1.69482
H -3.62443 -0.50569 0.67392
H -1.04883 -2.17865 -3.34705
O 0.23658 -5.33980 0.88425
H 2.01152 -4.79767 -1.02379
H 0.41630 -0.31012 5.31184
O -2.47268 0.64868 3.08034
H -1.78622 1.87072 -4.65934
H 1.16370 1.47254 -5.18193
H 0.79291 1.13923 0.00189
H 1.21844 2.53424 -0.10550
```

Output
- HOMO-LUMO gap: 10.64 eV
- Net charge: +1
- Energy relative to the best compared isomer or geometry (same formula, charge and spin): 9.6083 eV

4.
DFT (ωB97M-V/def2-TZVPD) results for the ion C5H6NS with charge +1 in a non-equilibrium geometry.

XYZ file:
```
13
C5H6NS | the OMol25 dataset | ωB97M-V/def2-TZVPD
C -1.84091 0.95457 0.19061
C -0.66663 1.63215 0.15757
C -2.62761 -1.32939 -0.27817
C 1.26079 -0.31695 0.16246
C 2.61853 -0.81075 -0.05129
N -2.11196 -0.31687 -0.05610
S 0.99064 1.28315 -0.25395
H -2.72739 1.52270 0.45634
H -0.75768 2.69324 0.35878
H -3.00209 -2.30638 -0.42775
H 2.54476 -1.70531 -0.67809
H 2.98283 -1.17890 0.91253
H 3.33672 -0.12126 -0.49294
```

Output
- HOMO-LUMO gap: 6.73 eV
- Net charge: +1
- Energy relative to the best compared isomer or geometry (same formula, charge and spin): 4.0591 eV

5.
DFT (ωB97M-V/def2-TZVPD) results for an isolated molecule of C4H4N2OS in a non-equilibrium geometry.

XYZ file:
```
12
C4H4N2OS | the OMol25 dataset | ωB97M-V/def2-TZVPD
C -2.49080 -1.33088 -0.06835
C -1.16778 -0.69735 0.04548
N 0.02621 -1.21821 0.14165
C 0.98706 -0.08094 0.07598
S 2.64251 -0.20831 -0.09026
N 0.34725 1.12278 0.13250
C -1.03068 0.91451 0.02772
O -1.90315 1.69867 -0.08672
H -2.82796 -1.52356 1.01061
H -2.48702 -2.47837 -0.58751
H -2.96837 -0.45916 -0.82551
H 0.82729 2.04065 0.13622
```

Output
- HOMO-LUMO gap: 7.86 eV
- Structure (SMILES): CC1=NC(=S)NC1=O
- Energy relative to the best compared isomer or geometry (same formula, charge and spin): 1.3611 eV

6.
DFT (ωB97M-V/def2-TZVPD) results for the ion C19H16F3O with charge +1 in a non-equilibrium geometry.

XYZ file:
```
39
C19H16F3O | the OMol25 dataset | ωB97M-V/def2-TZVPD
C -2.10770 0.10865 2.48663
C -0.64771 0.20860 2.62543
C 0.20529 -0.88358 2.52264
C 1.48784 -0.43884 2.71097
C 1.47565 1.02902 2.96394
O 0.02646 1.32022 2.97600
H -2.35219 -0.96166 2.43944
H -2.66598 0.54278 3.31901
H -2.48565 0.53595 1.54625
H -0.16583 -1.89056 2.39195
H 2.38958 -1.03806 2.62923
H 1.93076 1.56775 2.11281
F 7.90560 -0.38737 2.30320
C 7.49563 -0.66889 3.57915
F 7.36387 -2.02992 3.65543
F 8.52497 -0.31955 4.41967
C 6.20175 0.02278 3.92277
C 5.31140 -0.58036 4.79996
C 4.06754 -0.00224 5.01029
C 3.64718 1.09902 4.24638
C 2.15362 1.46952 4.24696
C 1.82964 2.95056 4.51572
C 0.65178 3.18595 5.24068
C 0.01000 4.41642 5.15836
C 0.58359 5.45390 4.41892
C 1.85259 5.28238 3.86675
C 2.53574 4.06407 4.03467
C 4.58652 1.73803 3.43466
C 5.87387 1.21278 3.28607
H 5.58956 -1.50417 5.30369
H 3.39642 -0.42857 5.76058
H 1.69242 0.88439 5.06972
H 0.23621 2.36876 5.83761
H -0.94393 4.55087 5.68302
H 0.03809 6.39870 4.27727
H 2.34113 6.10358 3.33132
H 3.60164 4.02932 3.79678
H 4.33765 2.64572 2.88335
H 6.59844 1.72175 2.65723
```

Output
- HOMO-LUMO gap: 6.51 eV
- Net charge: +1

7.
DFT (ωB97M-V/def2-TZVPD) results for a structure of composition C6H8 in a non-equilibrium geometry.

XYZ file:
```
14
C6H8 | the OMol25 dataset | ωB97M-V/def2-TZVPD
C -2.10231 -0.52952 0.18964
C -3.22610 -1.12802 0.19964
C -0.93371 0.08932 0.00906
C -1.10456 2.03687 -0.06338
C 0.58149 -1.92730 -0.14606
C 0.43992 -0.41374 -0.18784
H -1.52738 2.32943 0.84138
H -1.37960 2.45446 -1.05183
H -0.02771 2.18861 -0.14980
H -0.32156 -2.35900 -0.44518
H 0.72618 -2.28677 0.93132
H 1.38987 -2.32240 -0.67893
H 0.84228 -0.11494 -1.14137
H 1.10416 0.17011 0.36199
```

Output
- HOMO-LUMO gap: 8.18 eV
- Energy relative to the best compared isomer or geometry (same formula, charge and spin): 5.6108 eV

8.
DFT (ωB97M-V/def2-TZVPD) results for a cluster of 4 separate species, C3H13NO3 in total in a non-equilibrium geometry.

XYZ file:
```
20
C3H13NO3 | the OMol25 dataset | ωB97M-V/def2-TZVPD
C -0.51460 -0.37808 -2.41380
C -1.12613 -1.42291 -1.84053
N -1.96860 -1.37513 -0.80463
C -2.12063 -0.19664 -0.03694
H -0.41878 0.47385 -1.69428
H -0.33367 -0.07639 -3.50028
H -1.26282 -2.36192 -2.40475
H -2.26242 -2.22705 -0.46316
H -1.19343 0.03966 0.55252
H -2.30947 0.73121 -0.66864
H -3.02132 -0.30073 0.59835
O 6.41665 -1.10062 1.16492
H 6.88296 -1.92367 1.65145
H 6.81458 -0.79286 0.34758
O 2.00491 -0.76270 0.09803
H 2.78395 -1.06175 -0.32280
H 1.61721 -0.19896 -0.59780
O -3.33002 4.39184 3.86267
H -2.99871 3.60890 3.26870
H -3.65967 4.93393 3.20339
```

Output
- HOMO-LUMO gap: 8.57 eV
- Structure (SMILES): C=CNC.O.O.O
- Energy relative to the best compared isomer or geometry (same formula, charge and spin): 2.6348 eV